ORCA calculation (wB97M-V/def2-TZVPD) on a cluster of 9 separate species, C45H85INO28S9 in total.

```
169
Properties=species:S:1:pos:R:3:forces:R:3
C 5.559 -0.617 -2.898 -0.356 -0.119 0.012
C 4.552 -0.154 -3.649 0.494 -0.197 0.450
C 3.347 -1.026 -3.796 0.796 0.027 -1.052
C 3.364 -2.044 -4.721 0.361 -0.223 -1.246
S 4.802 -2.327 -5.710 0.439 0.094 0.152
N 2.281 -2.820 -4.854 0.115 -0.236 -0.163
C 1.164 -2.702 -4.123 -0.914 -0.402 -0.171
C 0.074 -3.706 -4.435 1.108 0.312 0.002
C -0.096 -4.796 -3.355 -1.722 -1.058 -0.351
O -0.978 -5.597 -3.466 1.087 0.846 0.070
I 1.241 -4.955 -1.680 0.182 0.210 -0.274
C 1.078 -1.711 -3.162 -0.074 0.183 0.396
C -0.145 -1.527 -2.278 0.386 0.789 -0.340
C -1.416 -1.045 -3.031 -0.500 -0.509 0.689
C -2.519 -2.090 -3.165 0.183 0.197 -0.591
C -3.400 -1.962 -4.231 0.250 0.786 -0.695
C -4.413 -2.861 -4.471 0.093 0.143 0.034
C -4.542 -3.926 -3.603 -1.037 -0.891 -0.383
C -3.699 -4.095 -2.530 -0.196 -0.023 -0.202
C -2.696 -3.168 -2.328 0.713 -0.272 1.129
C 2.200 -0.886 -3.028 -0.011 0.675 0.379
C 2.230 0.250 -2.018 0.087 0.650 1.064
O 2.297 0.069 -0.834 0.184 -0.269 -1.323
O 2.223 1.528 -2.543 -0.141 -0.691 0.239
C 0.885 1.971 -2.828 -0.449 -0.960 -1.667
C 0.553 1.619 -4.316 -1.767 2.587 1.958
C 0.180 2.911 -5.218 1.291 -1.307 -1.099
O -0.744 1.747 -4.679 1.492 -1.966 -0.506
H 6.175 0.047 -2.296 0.705 -0.074 -0.932
H 5.722 -1.696 -2.853 -0.433 0.158 1.010
H 4.664 0.807 -4.148 -0.879 0.302 0.728
H 4.331 -2.763 -6.903 -0.489 -0.017 0.498
H 2.319 -3.547 -5.560 -0.044 -0.065 0.147
H -0.867 -3.203 -4.682 -0.074 -0.261 0.494
H 0.364 -4.242 -5.351 -0.138 -0.073 0.227
H -0.281 -2.433 -1.685 -0.198 0.125 -0.160
H 0.115 -0.742 -1.561 -0.039 -0.366 0.041
H -1.192 -0.632 -4.020 0.090 -0.096 0.142
H -1.856 -0.222 -2.452 0.217 -0.021 -0.139
H -3.263 -1.131 -4.923 -0.039 -0.042 0.130
H -5.071 -2.716 -5.320 -0.047 -0.170 0.156
H -5.317 -4.667 -3.783 0.040 0.172 0.029
H -3.831 -4.963 -1.895 0.176 0.171 0.090
H -2.030 -3.341 -1.483 -0.085 0.142 -0.067
H 0.783 3.048 -2.747 0.262 -0.155 0.443
H 0.155 1.425 -2.217 0.119 0.338 0.206
H 1.147 0.837 -4.799 0.028 0.197 -0.039
H 0.948 2.511 -5.974 -1.002 -0.564 -0.375
H -0.562 3.056 -6.019 -0.044 1.768 0.650
O -2.131 0.301 3.442 0.033 -0.044 -0.322
S -1.498 1.583 3.528 0.150 0.270 0.625
O -1.575 2.514 2.444 -0.093 -0.178 -0.205
O 0.041 1.369 3.912 -0.131 0.033 0.167
C 0.816 0.480 3.093 0.350 -0.242 -0.473
C 1.211 1.117 1.775 -0.292 0.162 0.122
C -1.985 2.388 5.014 0.079 0.032 0.070
H 0.274 -0.455 2.934 -0.147 0.089 0.069
H 1.712 0.241 3.665 -0.119 0.146 0.215
H 0.338 1.288 1.143 0.012 -0.020 0.009
H 1.898 0.476 1.236 0.072 -0.051 0.148
H 1.685 2.085 1.942 0.067 -0.047 0.021
H -1.879 1.694 5.842 0.024 0.006 -0.013
H -3.024 2.689 4.905 0.010 -0.032 -0.101
H -1.357 3.264 5.159 -0.028 -0.001 0.039
O -1.978 6.924 7.320 -0.277 -0.246 -0.147
S -1.207 5.928 7.998 0.654 0.275 0.470
O -1.328 4.540 7.662 -0.320 -0.068 -0.282
O -1.407 6.101 9.568 0.161 0.023 -0.146
C -2.751 6.116 10.085 -0.677 -0.138 0.254
C -3.356 4.727 10.148 0.086 -0.149 -0.243
C 0.496 6.355 7.932 0.127 0.066 0.172
H -3.373 6.794 9.497 0.154 0.003 -0.126
H -2.683 6.531 11.089 0.293 0.065 -0.072
H -3.516 4.322 9.149 -0.023 0.024 0.010
H -4.317 4.755 10.661 0.037 0.072 0.045
H -2.690 4.042 10.674 -0.028 0.050 0.077
H 0.617 7.396 8.222 -0.060 -0.004 0.000
H 0.828 6.210 6.907 -0.060 -0.039 -0.005
H 1.048 5.696 8.599 0.004 -0.046 -0.065
O 2.475 3.397 8.212 0.143 0.257 0.093
S 2.917 2.334 9.066 0.006 -0.763 -0.223
O 3.267 2.579 10.428 -0.043 0.327 0.003
O 4.108 1.548 8.352 -0.344 0.008 -0.062
C 5.253 2.301 7.907 0.727 0.477 0.017
C 6.163 2.672 9.062 -0.156 0.088 0.217
C 1.737 1.027 9.009 -0.028 -0.094 -0.048
H 4.939 3.188 7.352 -0.205 -0.065 0.047
H 5.797 1.663 7.212 -0.305 -0.216 -0.002
H 5.680 3.383 9.732 0.018 0.012 -0.025
H 7.082 3.126 8.691 -0.017 -0.048 -0.075
H 6.414 1.790 9.653 0.051 -0.018 -0.071
H 1.501 0.811 7.971 0.019 0.024 0.004
H 0.848 1.366 9.537 0.045 0.085 0.005
H 2.157 0.155 9.504 0.022 0.033 0.014
O 7.565 -3.806 -6.916 -0.175 -0.083 -0.233
S 8.529 -2.914 -7.498 0.570 0.541 0.381
O 8.756 -2.883 -8.906 -0.309 -0.258 -0.111
O 9.915 -3.092 -6.748 -0.258 0.123 0.086
C 10.482 -4.418 -6.663 0.407 -0.718 -0.120
C 11.118 -4.853 -7.968 -0.194 0.124 -0.225
C 8.196 -1.271 -6.949 0.007 0.037 0.111
H 9.724 -5.131 -6.334 -0.138 0.164 -0.026
H 11.241 -4.372 -5.884 -0.119 0.300 0.062
H 10.367 -4.992 -8.746 0.008 -0.029 0.018
H 11.647 -5.797 -7.835 0.009 0.029 0.093
H 11.819 -4.098 -8.325 0.054 -0.036 0.069
H 8.063 -1.280 -5.870 0.033 -0.011 -0.007
H 7.284 -0.939 -7.441 0.023 -0.054 -0.061
H 9.028 -0.632 -7.235 -0.002 -0.028 -0.023
O -7.644 -3.268 -5.299 0.055 -0.270 0.265
S -9.068 -3.139 -5.405 -0.454 0.482 -0.631
O -9.927 -3.448 -4.304 0.293 -0.121 0.260
O -9.564 -3.941 -6.688 0.115 0.200 0.019
C -9.194 -5.328 -6.809 0.035 -0.740 0.040
C -10.027 -6.222 -5.912 -0.024 0.137 0.258
C -9.457 -1.523 -5.985 0.004 0.022 -0.075
H -8.128 -5.452 -6.614 -0.007 0.189 0.061
H -9.365 -5.595 -7.851 -0.045 0.301 -0.045
H -9.812 -6.036 -4.860 0.014 -0.015 -0.016
H -9.815 -7.271 -6.121 0.017 0.031 -0.088
H -11.091 -6.036 -6.064 0.016 -0.043 -0.077
H -8.838 -1.301 -6.850 -0.005 -0.030 0.003
H -9.245 -0.823 -5.178 -0.010 -0.062 0.047
H -10.513 -1.487 -6.241 0.003 -0.016 0.035
O -11.454 1.342 -3.708 0.306 -0.017 -0.015
S -11.616 1.706 -2.331 -0.597 -0.071 0.331
O -10.527 2.251 -1.582 0.208 0.024 -0.228
O -12.219 0.462 -1.540 -0.149 0.196 -0.117
C -11.528 -0.797 -1.647 0.542 -0.616 0.088
C -10.277 -0.830 -0.791 0.155 0.231 -0.026
C -13.010 2.769 -2.166 -0.102 -0.008 0.001
H -11.297 -1.014 -2.691 -0.076 0.145 -0.025
H -12.220 -1.562 -1.301 -0.246 0.246 -0.029
H -9.524 -0.135 -1.164 -0.003 -0.025 -0.006
H -9.844 -1.831 -0.792 -0.095 -0.031 -0.026
H -10.505 -0.540 0.235 -0.038 -0.075 0.001
H -13.850 2.333 -2.700 0.023 -0.020 0.005
H -12.742 3.729 -2.601 0.082 -0.040 -0.016
H -13.237 2.887 -1.110 0.040 -0.018 -0.002
O 3.648 -3.842 0.550 -0.003 -0.284 -0.123
S 4.555 -3.305 1.523 -0.030 0.679 0.450
O 5.751 -3.999 1.874 -0.020 -0.267 -0.238
O 3.744 -2.957 2.845 0.000 0.151 -0.248
C 2.943 -3.994 3.449 -0.263 -0.609 0.424
C 3.786 -4.995 4.214 0.251 -0.041 -0.172
C 4.966 -1.650 1.079 -0.108 0.111 0.007
H 2.332 -4.488 2.691 0.109 0.109 -0.134
H 2.263 -3.490 4.133 0.102 0.270 -0.132
H 4.416 -5.576 3.542 -0.028 -0.011 0.007
H 3.147 -5.687 4.763 -0.062 0.073 0.001
H 4.445 -4.484 4.917 -0.079 0.012 0.047
H 4.052 -1.107 0.851 0.001 -0.022 0.006
H 5.608 -1.697 0.202 0.007 -0.100 0.018
H 5.498 -1.188 1.908 0.007 -0.040 0.007
O 4.282 6.033 5.172 0.379 -0.114 0.039
S 3.935 5.100 4.145 -0.811 0.031 -0.305
O 4.631 3.857 3.998 0.252 0.051 0.210
O 3.920 5.854 2.741 -0.123 -0.056 0.105
C 5.097 6.585 2.352 0.634 0.234 -0.235
C 6.204 5.670 1.865 0.014 -0.234 0.175
C 2.207 4.765 4.234 -0.067 -0.004 -0.017
H 5.438 7.217 3.174 -0.126 -0.101 0.106
H 4.789 7.247 1.544 -0.283 -0.080 0.074
H 6.593 5.055 2.677 0.008 0.029 -0.001
H 7.029 6.255 1.458 -0.065 0.063 -0.017
H 5.832 4.994 1.094 -0.005 0.075 -0.050
H 1.670 5.708 4.301 0.027 0.007 -0.035
H 2.036 4.166 5.128 0.102 0.007 0.022
H 1.909 4.209 3.349 0.002 0.007 0.009
```
Positions in Å, forces in eV/Å.

For the HOMO energy, the calculation gives -0.4106 Ha. The net charge is +1.

Here are the Mulliken charges for atoms 1 to 99, given in e: -0.854, -0.691, 0.104, 0.317, -0.148, 0.217, 0.377, -0.439, 0.103, -0.489, 0.149, -0.323, 0.044, -1.022, -0.445, 0.040, -1.058, -0.299, -1.154, 0.409, 1.727, -0.975, -0.395, -0.447, -0.273, 0.636, -1.138, -0.364, 0.354, 0.339, 0.408, 0.194, 0.374, 0.129, 0.554, 0.363, -0.150, 0.474, 0.592, 0.379, 0.485, 0.415, 0.422, 0.500, 0.600, 0.103, 0.125, 0.195, 0.453, -0.668, 1.136, -0.628, -0.114, -0.646, 0.125, -0.897, 0.385, 0.286, 0.291, -0.140, -0.002, 0.321, 0.459, 0.197, -0.705, 1.255, -0.528, -0.285, -0.384, -0.944, -0.642, 0.338, 0.278, 0.259, 0.392, 0.253, 0.387, 0.099, 0.235, -0.459, 1.117, -0.637, -0.275, -0.098, -1.100, -0.903, 0.156, 0.275, 0.298, 0.408, 0.281, 0.226, 0.377, 0.357, -0.636, 1.246, -0.601, -0.260, -0.343